(1)
Molecular formula: C3H2FLiO2Pb
Method: DFT, wB97M-V/def2-TZVPD

The calculation puts the relative energy (zero: lowest compared OMol25 entry of this formula, charge and spin) at 0.000 eV. As for the net charge: +2. The calculation puts the HOMO energy at -0.626 hartree.

```
10
Properties=species:S:1:pos:R:3:forces:R:3:lowdin_charge:R:1
Pb -0.453016 -1.879394 -2.325796 -0.1 -0.9 -0.3 1.698
F 0.179451 0.986903 2.029953 -0.2 -0.8 -0.7 0.148
O -0.775167 -1.120772 0.675157 0.6 -1.6 -1.5 0.110
O 0.457175 0.470534 -0.199317 -0.2 -0.5 -2.3 -0.173
C 0.971443 0.944435 0.966094 1.2 2.0 1.6 -0.463
C 2.123924 1.603313 0.973356 -0.1 0.1 -0.3 0.157
C -0.106656 -0.873814 -0.282802 -1.5 1.9 2.7 -0.560
Li 0.033828 2.155134 -1.225563 0.3 0.2 0.6 0.880
H 2.700704 1.720984 0.058367 0.1 -0.3 0.3 0.091
H 2.461482 2.103343 1.878657 -0.1 -0.2 -0.2 0.112
```
Forces are in eV/Å.

=====

(2)
Molecular formula: C3H4N4O
Method: DFT, wB97M-V/def2-TZVPD

The calculation puts the relative energy (zero: lowest compared OMol25 entry of this formula, charge and spin) at 4.704 eV. The calculation puts the HOMO energy at -0.305 hartree. Its SMILES is O=CC1=NN=CNN1.

```
12
Properties=species:S:1:pos:R:3:forces:R:3:lowdin_charge:R:1
O -1.584530 -2.128743 -0.934867 -0.7 4.8 -2.2 -0.004
N 0.070802 -0.748734 0.502285 -2.0 -2.7 -4.6 -0.013
N 0.638637 0.112427 1.338732 2.6 2.4 3.7 -0.046
N -0.147649 1.047026 -1.058417 -0.2 1.3 -1.6 0.065
N 0.845993 1.712413 -0.369161 1.9 1.8 1.1 0.014
C -0.344839 -0.126692 -0.742600 -2.1 -3.7 3.2 -0.321
C -1.486646 -0.922877 -1.333626 0.3 -2.2 0.4 -0.113
C 1.185415 1.283391 0.779841 -0.3 0.1 -0.6 -0.177
H 1.516436 -0.256252 1.676907 -0.1 -0.9 0.8 0.114
H -2.123453 -0.212064 -2.072425 0.9 -2.3 1.3 0.166
H -0.615683 -1.505258 0.821202 1.4 2.0 -0.3 0.164
H 2.045517 1.745363 1.392129 -1.7 -0.6 -1.1 0.151
```
Forces are in eV/Å.

=====

(3)
Molecular formula: C33H42ClFO15S
Method: DFT, wB97M-V/def2-TZVPD

The calculation puts the relative energy (zero: lowest compared OMol25 entry of this formula, charge and spin) at 0.000 eV. The calculation puts the HOMO energy at -0.339 hartree. Its SMILES is C[C@@H](F)c1cc2c(cc1CCCS)C(=O)c1cc(CC(=O)Cl)ccc1C2=O.COC(=O)OC.COC(=O)OC.COC(=O)OC.COC(=O)OC.

```
93
Properties=species:S:1:pos:R:3:forces:R:3:lowdin_charge:R:1
Cl 0.329255 4.238531 -7.396462 0.6 -0.1 0.0 0.682
S -2.094024 -6.553285 -0.923026 0.0 -0.4 0.0 0.694
F 0.655445 -3.302457 0.096245 -0.1 -0.2 -0.2 -0.019
O -0.955320 -0.226453 5.200006 0.0 0.0 0.0 0.009
O -0.362439 -1.784864 3.835749 0.1 0.0 -0.1 0.007
O -1.110245 -3.738510 9.311954 0.1 0.0 0.0 0.123
O -1.730769 2.296170 1.169124 -0.1 -0.1 0.1 -0.027
O 4.540258 0.237782 -2.278664 -0.6 0.2 -0.2 0.134
O -0.036126 3.153775 2.393320 0.0 0.1 0.0 0.137
O -2.579346 -3.528695 11.016848 0.0 0.0 0.0 0.001
O -0.243289 4.175249 -2.415400 0.0 0.0 0.0 0.012
O -0.304658 6.403042 -2.033853 0.0 0.0 0.1 0.131
O 0.393283 5.505625 -3.986542 0.1 0.0 -0.1 -0.010
O -3.320749 -3.404027 8.994383 -0.1 -0.1 0.0 0.009
O 2.903677 -1.381432 -6.413230 -0.5 0.4 0.4 0.136
O 2.219077 5.994395 -7.066028 -0.4 -1.5 -0.4 0.026
O -2.105883 -2.172942 5.217752 0.0 0.1 -0.3 0.106
O 0.163119 1.258713 1.180599 0.0 -0.1 -0.1 -0.009
C -0.074019 5.459491 -2.741775 0.0 -0.1 -0.1 -0.621
C -1.362071 -2.027579 -0.287778 0.4 -0.8 -0.4 0.003
C 2.007047 4.834854 -7.314231 0.9 1.7 0.2 -0.750
C -1.228000 -1.465782 4.793274 0.1 0.1 -0.1 -0.606
C 3.052796 0.789252 -5.420127 -0.4 -1.3 0.4 -0.082
C 3.319400 2.933750 -6.378861 -0.3 -0.2 -1.2 -0.218
C 0.883494 -1.980658 -4.213599 -0.3 -0.5 -0.6 0.046
C -0.487484 2.320923 1.655838 -0.1 -0.1 0.1 -0.647
C -2.226782 -3.573903 9.729403 -0.1 0.0 0.0 -0.627
C -0.733587 -4.659917 -2.505300 -1.2 -0.5 0.7 -0.240
C -1.809788 0.257501 6.237790 -0.1 0.2 0.2 -0.029
C -1.492643 -3.697904 11.926457 0.1 0.0 0.2 -0.046
C -2.139364 -5.259546 -2.201429 0.2 0.9 0.1 -0.576
C 3.848634 3.365966 -5.193346 0.5 1.5 0.3 -0.011
C -3.088648 -3.430511 7.578223 -0.1 -0.1 0.0 -0.037
C 1.517407 1.152549 1.626034 0.3 -0.1 0.1 -0.024
C 0.631770 6.823406 -4.492337 0.0 0.3 -0.2 -0.033
C 2.648585 -0.666151 -5.466603 0.1 -0.1 -0.4 -0.252
C 2.436584 -0.653680 -3.012766 1.0 0.8 -0.7 -0.081
C -2.549461 3.384016 1.604536 -0.3 0.2 0.1 -0.039
C 0.161695 -2.110912 -0.442212 -0.4 1.1 0.4 -0.301
C 1.824814 -1.008743 -1.854165 0.2 0.1 1.4 0.052
C 3.144232 3.846519 -7.573619 -0.9 -0.1 0.1 -0.106
C 3.557037 1.248876 -4.220796 0.1 -0.9 0.9 -0.087
C 3.969102 2.546182 -4.101985 0.4 0.2 0.5 0.015
C 3.621758 0.273150 -3.071839 0.2 0.1 0.3 -0.254
C -0.936091 -3.276683 -3.142780 0.8 -0.2 -0.8 -0.145
C -0.531025 -3.099036 3.294095 0.1 -0.3 -0.2 -0.027
C -0.745191 3.965678 -1.096664 0.0 -0.2 0.1 -0.042
C 1.952771 -1.132251 -4.214309 0.7 0.4 -0.7 -0.076
C 0.719560 -1.833492 -1.822951 0.1 -0.4 0.2 -0.088
C 2.923124 1.617198 -6.495598 -0.2 -0.3 -0.6 0.039
C 0.259755 -2.340578 -3.037147 -1.1 -0.7 0.3 -0.131
H -1.718579 -0.359108 7.130624 -0.1 -0.1 -0.1 0.092
H 2.861241 3.260643 -8.451045 0.2 0.0 0.1 0.118
H -1.513433 -3.199875 2.834648 0.0 0.0 0.1 0.096
H -1.483543 1.266758 6.473001 0.1 0.0 -0.1 0.096
H -0.201734 -5.360960 -3.153176 0.2 0.3 -0.1 0.116
H -1.906186 -3.641821 12.929933 -0.2 0.0 -0.1 0.092
H 4.188838 4.394065 -5.100975 -0.1 0.0 -0.1 0.133
H 4.374477 2.919118 -3.170076 0.0 -0.1 0.0 0.132
H -0.053594 4.360542 -0.352263 -0.1 0.1 0.0 0.109
H -2.991679 -6.093585 -0.026301 0.1 0.2 -0.4 -0.154
H -1.727729 4.422797 -0.982910 0.1 0.1 0.0 0.099
H 0.227434 -3.233260 2.528030 0.0 0.2 0.0 0.082
H -2.422008 -2.634344 7.285174 0.1 -0.1 0.1 0.054
H -0.388089 -3.856611 4.062803 -0.1 0.1 0.1 0.102
H -2.131391 4.335653 1.279948 0.1 0.0 0.2 0.090
H -2.686818 -4.396332 7.275713 0.1 0.1 0.0 0.104
H -0.212147 -4.638610 -1.547455 0.1 0.3 -0.2 0.078
H -2.663430 3.369592 2.687021 0.1 0.1 0.0 0.100
H -3.525299 3.251728 1.144705 0.1 -0.2 -0.1 0.099
H -1.843733 -2.778575 -2.800882 0.1 -0.2 0.3 0.102
H 1.561409 1.053222 2.709070 0.0 0.1 0.0 0.104
H 1.006069 6.712829 -5.504164 -0.1 -0.1 0.1 0.050
H 0.507305 -2.385206 -5.147207 0.1 0.1 0.0 0.134
H -2.844934 0.289654 5.900530 0.0 -0.1 0.0 0.101
H 4.040345 4.432962 -7.771359 -0.1 0.0 0.0 0.131
H 1.934580 0.255273 1.176837 -0.2 0.0 -0.1 0.074
H -0.837753 2.890825 -0.958663 0.1 0.1 -0.3 0.093
H -1.024983 -4.671785 11.790720 0.1 0.1 -0.1 0.097
H 2.214715 -0.631558 -0.913246 0.1 0.0 -0.1 0.124
H 2.101791 2.010934 1.298216 -0.1 0.1 0.1 0.103
H -4.047926 -3.280962 7.090872 -0.1 0.0 0.2 0.099
H -2.731334 -4.431735 -1.803746 -0.1 -0.2 0.0 0.051
H -2.634507 -5.571183 -3.123601 0.0 -0.3 0.2 0.072
H -1.099382 -3.443420 -4.214709 -0.1 0.1 0.1 0.116
H -1.641800 -1.508591 0.627461 0.0 0.0 -0.1 0.079
H -1.787194 -1.541889 -1.164837 -0.1 0.2 0.3 0.082
H 1.383177 7.335934 -3.892891 -0.1 0.0 0.1 0.103
H -0.291042 7.401092 -4.520409 0.0 0.0 0.2 0.102
H 2.508663 1.204194 -7.409005 0.1 0.2 -0.1 0.138
H 0.568873 -1.325148 0.202582 0.1 -0.1 -0.1 0.112
H -1.746810 -3.052492 -0.266887 -0.1 0.1 0.1 0.076
H -0.758542 -2.903367 11.801709 0.1 -0.1 -0.1 0.096
```
Forces are in eV/Å.

=====

Calculated LUMO level, -11.19 -0.72 -0.75 eV (same order as the records).